Molecular formula: C14H20N2
Method: DFT, wB97M-V/def2-TZVPD

Bonds (Å) are listed after each position.
Positions of all 36 atoms, in Å:
1 C -4.5205 1.4519 0.7382  C2 1.508, C6 1.429, H36 1.201
2 C -3.6933 1.8318 -0.4636  C1 1.508, C3 1.340, H35 1.084
3 C -2.6725 1.1277 -0.9721  C2 1.340, C4 1.484, H34 0.948
4 C -2.4630 -0.2047 -0.3544  C3 1.484, C5 1.360, C9 1.387
5 C -3.2336 -0.7322 0.6347  C4 1.360, C6 1.573, H8 0.922
6 C -4.3292 0.1618 1.3228  C1 1.429, C5 1.573, H7 1.204
7 H -4.9257 -0.1926 2.3063  C6 1.204
8 H -3.0637 -1.4676 1.1646  C5 0.922
9 C -1.4510 -0.9542 -0.9353  C4 1.387, C10 1.598, C11 1.539, H33 1.034
10 C -1.2882 -2.5232 -0.6784  C9 1.598, C11 1.602, H31 1.030, H32 1.078
11 C -0.4686 -1.4248 0.1516  C9 1.539, C10 1.602, N12 1.403, H30 1.119
12 N 0.8883 -1.5405 -0.1842  C11 1.403, H13 1.184, C14 1.549
13 H 1.2500 -2.1878 -1.1078  N12 1.184
14 C 1.7107 -0.2875 0.2066  N12 1.549, C15 1.624, C20 1.551, H29 1.135
15 C 2.1389 0.3026 -1.2445  C14 1.624, C16 1.569, H27 0.980, H28 0.978
16 C 2.8587 1.5639 -0.6513  C15 1.569, N17 1.520, H26 0.988
17 N 4.0958 1.1958 0.1506  C16 1.520, H18 0.894, C19 1.223
18 H 4.7069 0.7269 -0.3034  N17 0.894
19 C 3.7549 0.7986 1.2555  N17 1.223, C20 1.634, H23 1.080, H24 1.298
20 C 2.8797 -0.5796 1.1827  C14 1.551, C19 1.634, H21 0.948, H22 0.990
21 H 2.5391 -1.0711 1.9180  C20 0.948
22 H 3.4562 -1.2437 0.7273  C20 0.990
23 H 4.5337 0.6304 1.9853  C19 1.080
24 H 2.9322 1.4307 2.0355  C19 1.298
25 H 3.2942 2.2396 -1.9339  no bonds
26 H 2.3486 2.3247 -0.2800  C16 0.988
27 H 1.3019 0.3812 -1.7475  C15 0.980
28 H 2.8365 -0.2012 -1.7088  C15 0.978
29 H 0.9224 0.2564 0.8150  C14 1.135
30 H -0.6102 -1.5328 1.2561  C11 1.119
31 H -0.8997 -2.9356 -1.5385  C10 1.030
32 H -2.1745 -3.0041 -0.2975  C10 1.078
33 H -0.9377 -0.5547 -1.7387  C9 1.034
34 H -2.2923 1.2222 -1.8359  C3 0.948
35 H -4.1058 2.7088 -0.9488  C2 1.084
36 H -5.3195 2.2832 1.0737  C1 1.201

The value obtained for the energy relative to the best compared isomer or geometry (same formula, charge and spin) is 308.6 kcal per mole. The gap between HOMO and LUMO comes out at 8.416 eV. For the HOMO energy, the calculation gives -0.2776 Ha.

Atomic partial charges in e from the Mulliken method, atoms 1 to 6: number 1, C, carries -0.34; number 2, C, carries -0.30; number 3, C, carries -1.11; number 4, C, carries 1.15; number 5, C, carries -0.80; number 6, C, carries -0.50